ORCA calculation (the ωB97M-V functional and the def2-TZVPD basis) on the molecule C22H31N5O3 at a distorted geometry.

Geometry as XYZ:
```
61
Properties=species:S:1:pos:R:3:forces:R:3:lowdin_charge:R:1
H -1.62727 5.91372 -1.61079 0.0 0.0 0.1 0.121
C -0.62812 -3.97203 -0.04857 -0.2 -0.1 -0.2 -0.208
H -0.70588 0.95942 -3.10651 0.0 -0.1 0.2 0.131
O -0.57230 5.49964 3.26301 0.2 -0.2 0.4 0.077
H -3.15860 5.24225 -1.04859 0.0 0.1 0.0 0.123
H -2.69683 -4.29528 -0.48086 0.0 -0.1 -0.1 0.112
H -3.40104 -1.97185 -0.72598 0.1 0.0 0.2 0.119
H 1.21532 -4.20606 -1.94620 0.0 0.0 0.0 0.091
C -0.05539 3.24029 2.12304 0.0 -0.2 -0.1 0.103
H 4.85450 -3.12639 0.99555 0.1 0.0 0.0 0.113
C 2.39942 -4.37135 0.68211 -0.3 0.0 0.3 -0.154
H 2.75872 -4.40974 2.80216 0.0 0.0 0.1 0.114
H -0.38753 -5.00065 -0.37283 0.0 0.0 0.1 0.116
C -2.27857 5.03597 -1.66541 0.0 0.0 -0.2 -0.173
C -0.53292 4.54175 2.31917 -0.6 0.0 -1.5 -0.203
C 4.21614 -3.12327 1.88252 -0.1 0.0 0.3 -0.211
O 0.34898 0.70160 0.49258 0.1 0.1 0.2 0.049
H 4.86561 -3.12517 2.76073 0.1 0.0 0.0 0.106
H -0.79959 -3.99505 1.03100 0.0 0.0 0.0 0.121
C -0.21508 1.70208 0.07203 0.0 -0.1 -0.3 -0.354
H -2.16716 6.96613 0.77998 -0.1 0.2 -0.1 0.102
H 3.97414 -5.26804 1.85210 0.0 0.0 0.1 0.107
H 1.81637 -2.53812 -1.81561 0.1 0.0 -0.1 0.081
C 3.34449 -4.37539 1.88014 0.2 0.0 -0.2 -0.203
C -0.42131 2.91684 0.82742 0.1 0.1 0.5 -0.084
H 2.75865 -1.82813 2.79419 0.0 0.1 0.1 0.114
H -2.51885 -2.15281 0.81490 -0.1 0.0 0.0 0.123
C 1.51825 -3.11245 0.71126 0.4 0.0 -0.2 -0.331
N -0.71057 1.75673 -1.21114 0.3 -0.1 0.5 -0.036
H 0.16893 -2.83369 -2.35428 0.0 0.0 -0.1 0.078
N -1.10701 3.98148 0.23220 0.3 -0.4 0.3 0.099
C -2.42687 -2.17711 -0.27431 -0.2 -0.3 -0.2 -0.164
H -0.63636 -1.08049 -0.21149 -0.1 0.1 -0.2 0.105
N -1.53381 -1.12025 -0.68235 0.0 -0.1 0.3 0.070
H 3.01719 -1.86553 -0.23773 0.0 0.0 -0.1 0.111
C -1.17561 4.98137 1.15177 0.5 -0.2 1.0 -0.149
N 0.47256 -3.05780 -0.30856 0.0 -0.1 0.2 -0.196
H -3.24561 5.62775 -3.49553 0.0 0.1 0.0 0.072
H 0.47841 2.60570 2.79856 0.1 -0.2 0.1 0.122
H -1.81937 -3.54565 -1.81170 -0.1 0.0 -0.1 0.106
N -1.35432 2.80997 -1.74390 -0.5 0.7 -0.5 0.174
H 2.98549 -4.38777 -0.23910 0.0 0.0 -0.1 0.116
H 0.36582 0.13131 -1.91573 0.0 0.1 0.0 0.125
C 2.41186 -1.86991 0.67062 -0.2 0.0 0.4 -0.153
H 1.77368 -5.26690 0.70341 0.0 0.0 -0.1 0.111
H 3.98065 -0.97856 1.84765 0.0 0.0 0.1 0.109
O -2.72042 -0.48265 -2.50277 -0.3 0.0 -0.4 0.053
C -2.69621 4.77509 -3.10541 0.0 0.1 0.2 -0.100
C -1.63125 6.29479 1.41787 0.0 0.3 0.3 0.017
H -1.36671 7.40990 3.31249 0.0 0.1 0.1 0.123
C 0.94773 -3.17434 -1.67241 -0.1 0.0 0.1 -0.075
C -1.73722 -0.40356 -1.79450 0.5 0.4 0.1 -0.483
C -0.60508 0.60334 -2.08120 -0.1 -0.4 -0.2 -0.025
C -1.55485 3.87297 -1.06858 0.0 -0.1 -0.2 -0.247
H -3.32434 3.89142 -3.15861 -0.1 -0.1 -0.1 0.077
H -1.82165 4.60388 -3.72549 0.0 0.0 -0.1 0.074
C -1.23514 6.53985 2.70012 -0.4 0.3 -0.7 -0.093
H 1.79154 -0.97470 0.67631 0.0 0.0 -0.1 0.086
H 0.99093 -3.09270 1.67346 0.0 0.0 0.0 0.147
C -1.93485 -3.55372 -0.72804 0.1 0.2 0.3 -0.160
C 3.34830 -1.86815 1.87579 0.2 0.0 -0.3 -0.197
```
Positions in Å, forces in eV/Å.

Computed properties:
SMILES ... CCc1nn(CC(=O)NCCCN(C)C2CCCCC2)c(=O)c2cc3occc3n12
Orbital gap ... 8.706 eV
Multiplicity ... 1
Calculated total energy ... -36910.044 eV
Relative energy (zero: lowest compared OMol25 entry of this formula, charge and spin) ... 71.0 kcal/mol